{"formula": "C22H24HfN4OP2", "method": "wB97M-V/def2-TZVPD", "total_energy_ha": -1877.1470, "charge": 2, "symbols": ["C", "C", "C", "C", "C", "C", "C", "C", "C", "C", "C", "C", "C", "H", "H", "H", "H", "H", "H", "H", "N", "Hf", "C", "H", "H", "C", "H", "H", "P", "P", "C", "H", "H", "H", "C", "H", "H", "H", "C", "H", "H", "H", "C", "H", "H", "H", "C", "O", "H", "N", "C", "N", "C", "N"], "positions_angstrom": [[-1.524998, 3.394174, -3.686245], [-1.313609, 2.085859, -3.257134], [0.001634, 1.535434, -3.272023], [1.078577, 2.299081, -3.808971], [0.812734, 3.638380, -4.253519], [-0.464923, 4.176331, -4.172124], [2.336365, 1.695973, -3.931004], [2.486186, 0.303153, -3.780437], [1.373496, -0.442599, -3.272706], [1.451089, -1.865611, -3.194207], [2.655652, -2.501426, -3.502718], [3.768387, -1.775706, -3.950631], [3.683035, -0.401855, -4.119285], [-2.539486, 3.794321, -3.630323], [1.632437, 4.200768, -4.722864], [-0.671457, 5.208283, -4.472632], [3.189605, 2.307442, -4.270660], [2.727557, -3.584675, -3.378197], [4.702234, -2.302546, -4.150434], [4.513456, 0.169367, -4.539910], [0.262390, 0.246668, -2.760765], [-0.060652, 0.060118, -0.601989], [-2.504854, 1.301967, -2.779011], [-2.553535, 0.307705, -3.234921], [-3.434946, 1.830031, -2.979239], [0.288691, -2.702731, -2.727212], [-0.643132, -2.415958, -3.233792], [0.487565, -3.768326, -2.933025], [-2.355523, 1.101842, -0.951682], [0.055697, -2.448394, -0.882632], [1.339760, -3.581201, -0.258173], [1.242030, -3.702486, 0.828996], [1.261025, -4.574944, -0.721922], [2.337207, -3.179216, -0.463871], [-1.422034, -3.480028, -0.612354], [-1.295217, -4.517341, -0.948558], [-1.642399, -3.491381, 0.459836], [-2.286650, -3.052218, -1.130489], [-2.573764, 2.775773, -0.284238], [-3.558108, 3.163434, -0.577694], [-2.500462, 2.720976, 0.813533], [-1.781180, 3.438801, -0.650888], [-3.879242, 0.274779, -0.462115], [-3.872502, 0.162474, 0.630727], [-4.733125, 0.888366, -0.774059], [-3.932525, -0.721619, -0.920795], [2.015954, 0.184428, -0.174330], [3.103896, -0.251814, 0.089294], [1.756052, 1.149360, -1.151982], [-0.667997, 0.126654, 1.395083], [-0.820306, 0.025927, 2.572522], [-1.168282, 0.097747, 3.793157], [-0.662308, -0.397567, 4.915564], [-0.387498, -0.704976, 6.007046]], "forces_ev_per_a": [[0.4610, -0.7178, 0.3071], [-0.1203, 0.3872, 0.0193], [0.1100, -0.7724, 0.2777], [-0.4827, 0.5765, -0.1408], [-0.2552, 0.1574, -0.1460], [0.8090, 0.1345, -0.0540], [0.2828, -0.2049, -0.5089], [0.0024, -0.1573, 0.0592], [-0.3247, 0.3596, 0.6352], [0.5977, -0.2108, 0.0796], [-0.7820, 0.5443, 0.2445], [0.4471, 0.9263, -0.1241], [0.0484, -0.4092, -0.0141], [0.3300, -0.0398, -0.1853], [-0.4230, -0.1859, 0.3743], [0.2388, -0.4586, -0.0359], [-0.4312, -0.3892, 0.2104], [-0.0396, 0.3178, -0.1880], [-0.2884, 0.2273, -0.0854], [-0.1757, -0.2369, 0.2142], [-0.4779, -0.0873, -2.1568], [1.0080, 1.0482, 0.7946], [0.3494, -0.2031, 0.4814], [-0.0103, 0.0741, 0.0166], [-0.0270, 0.0158, -0.1591], [-0.0462, 0.6180, 0.2640], [0.1757, -0.0438, 0.0765], [-0.1881, 0.4174, 0.2736], [-2.1050, 1.4478, -0.7841], [0.1176, -3.9057, -1.5238], [0.6381, 0.3458, 0.6474], [0.0461, 0.0831, -0.2401], [-0.2629, 0.4104, -0.0143], [-0.1165, -0.0289, 0.0911], [-0.6883, 0.4708, 0.4886], [0.2806, 0.3714, -0.0334], [-0.0731, -0.0693, -0.1133], [0.0548, -0.0838, 0.0801], [0.2257, 0.1063, 0.2249], [0.2357, -0.0480, 0.1097], [-0.0999, 0.0900, -0.3538], [-0.2096, -0.0671, 0.0872], [0.0397, -0.5246, 0.3462], [-0.1647, 0.0017, -0.2655], [0.1475, -0.1971, 0.0755], [-0.1458, 0.2509, 0.1266], [3.9524, -2.6081, 1.3048], [-2.8295, 2.2816, -1.2611], [0.0903, 0.0330, 0.9488], [0.3451, -0.2153, -1.5231], [-1.2168, 0.4878, 4.7158], [0.9525, -0.3885, -3.8300], [0.1866, -0.1866, 1.9427], [-0.1885, 0.2550, -1.7766]], "lowdin_charge": [0.008, -0.238, -0.180, -0.136, 0.029, -0.020, 0.120, -0.129, -0.181, -0.230, 0.011, -0.018, 0.029, 0.137, 0.138, 0.132, 0.160, 0.136, 0.131, 0.136, -0.083, 1.240, -0.274, 0.102, 0.104, -0.263, 0.101, 0.113, 0.752, 0.814, -0.214, 0.071, 0.077, 0.053, -0.234, 0.078, 0.061, 0.046, -0.220, 0.074, 0.064, 0.055, -0.227, 0.064, 0.075, 0.052, -0.324, 0.063, 0.096, -0.086, -0.254, 0.141, -0.321, 0.169]}